C4H7NO2 | ωB97M-V with the def2-TZVPD basis set

Atoms and positions in Å:
O -1.916 1.433 0.996
O 1.334 1.079 0.973
N 2.043 -0.132 -0.781
C -1.082 1.337 0.132
C 1.065 0.328 0.047
C -0.403 0.020 -0.261
C -1.037 -1.143 0.505
H -0.733 2.219 -0.438
H -0.999 -0.948 1.580
H -2.094 -1.208 0.226
H 2.978 0.152 -0.528
H -0.565 -2.106 0.289
H 1.944 -0.922 -1.396
H -0.535 -0.109 -1.344

Calculated values
HOMO energy = -9.9 eV
SMILES string = C[C@@H](C=O)C(N)=O
orbital gap = 10.555 eV
ΔE to the lowest compared entry with this formula, charge and spin = 13.8 kcal/mol

C4H7NO2 | ωB97M-V with the def2-TZVPD basis set

Atoms and positions in Å:
O -0.300 0.499 0.175
O 1.870 0.242 -0.407
N -0.841 -1.735 0.447
C 0.078 -0.945 0.462
C 0.859 1.206 -0.254
C -2.110 0.036 -0.414
C 1.578 -0.811 0.505
H 1.931 -0.566 1.517
H -2.071 -0.652 -1.249
H -2.708 -0.285 0.429
H 2.066 -1.720 0.154
H 1.129 1.947 0.513
H 0.692 1.694 -1.217
H -2.173 1.090 -0.661

Calculated values
HOMO energy (alpha / beta) = -8.2 / -8.2 eV
orbital gap (alpha / beta) = 7.955 / 7.958 eV
ΔE to the lowest compared entry with this formula, charge and spin = 138.7 kcal/mol

C4H7NO2 | ωB97M-V with the def2-TZVPD basis set

Atoms and positions in Å:
O -0.435 -0.348 -3.061
O -1.276 -1.344 2.004
N 0.661 -0.235 2.410
C -0.192 0.762 -0.887
C 0.110 0.645 -2.452
C -0.358 -0.660 1.537
C -0.122 -0.621 -0.105
H 1.419 0.305 2.131
H 0.461 -0.297 3.356
H 0.885 -1.099 -0.258
H 0.711 1.411 -2.987
H -0.936 -1.270 -0.472
H -1.235 1.092 -0.878
H 0.307 1.661 -0.339

Calculated values
HOMO energy = -9.9 eV
SMILES string = NC(=O)CCC=O
orbital gap = 10.259 eV
ΔE to the lowest compared entry with this formula, charge and spin = 41.2 kcal/mol

C4H7NO2 | ωB97M-V with the def2-TZVPD basis set

Atoms and positions in Å:
O -0.389 0.898 1.429
O -0.801 -0.471 -1.859
N 1.839 0.775 1.341
C -1.456 0.564 -1.135
C 0.387 -1.026 0.376
C -0.932 -0.669 -0.472
C 0.603 0.257 1.126
H 1.307 -1.430 -0.103
H 1.831 1.754 1.578
H -0.986 1.549 -1.082
H 0.081 -1.827 1.065
H -2.529 0.636 -1.384
H 2.716 0.298 1.229
H -1.740 -1.318 -0.131

Calculated values
HOMO energy = -9.7 eV
SMILES string = NC(=O)C[C@H]1CO1
orbital gap = 10.527 eV
ΔE to the lowest compared entry with this formula, charge and spin = 53.4 kcal/mol

C4H7NO2 | ωB97M-V with the def2-TZVPD basis set

Atoms and positions in Å:
O -0.785 0.990 -0.257
O 0.540 -0.708 0.536
N -0.966 -2.477 -0.032
C 1.610 1.248 -0.382
C 0.424 0.741 0.410
C -1.599 -0.156 -0.097
C -0.629 -1.273 0.129
H -2.191 -0.333 -0.994
H -2.258 -0.095 0.782
H 1.575 0.805 -1.381
H 2.525 0.930 0.124
H -0.273 -3.174 0.217
H 0.395 1.164 1.427
H 1.630 2.338 -0.482

Calculated values
HOMO energy = -10.2 eV
SMILES string = [H]/N=C1/CO[C@H](C)O1
orbital gap = 11.163 eV
ΔE to the lowest compared entry with this formula, charge and spin = 27.9 kcal/mol

C4H7NO2 | ωB97M-V with the def2-TZVPD basis set

Atoms and positions in Å:
O 0.947 1.375 -1.337
O -0.849 0.358 2.086
N 0.357 -0.493 -0.308
C 0.583 -1.978 -0.222
C -1.038 0.043 -0.331
C -1.332 0.726 1.074
C 1.348 0.297 -0.823
H -0.999 0.949 -1.093
H 2.329 0.186 -0.625
H -1.962 -0.500 -0.691
H 1.060 -2.449 -1.091
H -0.416 -2.567 -0.035
H 1.294 -2.228 0.497
H -1.961 1.662 1.013

Calculated values
HOMO energy = -9.4 eV
SMILES string = CN(C=O)CC=O
orbital gap = 10.204 eV
ΔE to the lowest compared entry with this formula, charge and spin = 63.3 kcal/mol